A molecular structure, C41H39N5O3RuS2Si2. Source: the Open Molecules 2025 dataset; level of theory: ωB97M-V with the def2-TZVPD basis set.

The HOMO-LUMO gap (alpha / beta) comes out at 5.8 / 4.4 eV. As for the LUMO energy (alpha / beta): 0.0775 / 0.0124 Ha. As for the spin multiplicity: 6. As for the net charge: -1.

Last column: Mulliken spin population.
Positions of all 93 atoms, in Å:
Ru -0.14 0.23 -0.43  2.673
N 2.52 -1.19 3.56  0.182
C 2.69 -0.35 4.63  0.078
C 3.17 -0.85 5.85  -0.003
C 3.32 -0.01 6.93  0.052
C 2.99 1.35 6.83  0.040
C 2.52 1.85 5.64  0.014
C 2.37 1.01 4.53  0.079
S 1.76 1.64 3.05  0.408
N 1.77 0.47 1.98  0.500
C 2.09 -0.85 2.29  0.385
C 2.02 -1.85 1.29  -0.098
C 2.63 -3.12 1.47  0.207
C 2.63 -4.03 0.44  -0.046
C 2.02 -3.69 -0.77  0.194
C 1.40 -2.46 -0.85  -0.047
N 1.38 -1.56 0.13  0.109
H 2.73 -2.16 3.71  -0.023
H 3.42 -1.90 5.93  0.000
H 3.69 -0.41 7.86  0.007
H 3.11 2.00 7.68  0.006
H 2.26 2.90 5.54  0.001
H 3.13 -3.40 2.39  0.041
H 3.10 -4.99 0.57  -0.003
H 1.97 -4.38 -1.60  0.006
H 0.85 -2.18 -1.74  -0.024
C -3.48 0.92 1.06  -0.007
Si -1.62 0.91 1.38  0.058
C -1.47 -0.28 2.85  0.071
C -1.24 2.66 2.02  0.008
C -1.77 3.21 3.19  0.003
C -1.45 4.50 3.58  0.000
C -0.60 5.27 2.78  0.003
C -0.08 4.73 1.62  -0.001
C -0.38 3.42 1.22  -0.019
Si 0.37 2.59 -0.32  0.000
C 2.22 3.04 -0.24  0.020
C -0.20 3.64 -1.79  0.013
H -3.98 1.36 1.93  -0.002
H -3.87 -0.09 0.92  -0.001
H -3.75 1.51 0.18  0.002
H -2.22 -0.02 3.61  -0.001
H -0.49 -0.29 3.34  -0.025
H -1.69 -1.30 2.51  -0.001
H -2.43 2.62 3.82  -0.001
H -1.85 4.91 4.50  0.000
H -0.35 6.29 3.08  0.000
H 0.58 5.34 1.01  0.000
H 2.30 4.07 0.11  0.001
H 2.65 2.98 -1.24  0.003
H 2.82 2.40 0.41  -0.010
H 0.22 4.64 -1.69  -0.002
H -1.29 3.73 -1.83  0.004
H 0.15 3.22 -2.73  0.001
O -2.44 -0.14 -1.55  0.045
C -2.53 -1.31 -1.18  -0.113
N -1.61 -1.90 -0.39  0.035
S -1.98 -3.44 -0.08  0.008
O -2.23 -3.65 1.33  0.000
O -1.06 -4.36 -0.71  -0.001
C -3.51 -3.46 -0.98  -0.005
C -4.43 -4.47 -1.16  0.000
C -5.53 -4.19 -1.96  0.000
C -5.70 -2.94 -2.55  0.000
C -4.76 -1.93 -2.35  0.004
C -3.67 -2.21 -1.55  0.010
H -4.29 -5.45 -0.71  0.000
H -6.27 -4.96 -2.13  0.000
H -6.56 -2.75 -3.17  0.000
H -4.86 -0.95 -2.79  0.002
C 4.63 0.57 -3.64  0.030
C 4.26 0.47 -2.30  -0.014
C 2.93 0.34 -1.93  0.037
C 1.89 0.32 -2.88  0.027
C 2.29 0.43 -4.24  0.032
C 3.62 0.55 -4.60  -0.014
N 0.58 0.20 -2.48  0.040
C -0.34 -0.10 -3.52  0.009
C -1.30 0.83 -3.92  0.012
C -2.24 0.51 -4.89  0.005
C -2.26 -0.75 -5.47  0.003
C -1.31 -1.68 -5.08  -0.001
C -0.36 -1.36 -4.12  -0.004
H 5.67 0.67 -3.93  0.002
H 5.02 0.49 -1.53  0.000
H 2.68 0.27 -0.88  0.005
H 1.53 0.43 -5.01  0.004
H 3.87 0.64 -5.65  -0.001
H -1.32 1.80 -3.44  -0.014
H -2.98 1.25 -5.17  0.000
H -3.00 -1.00 -6.21  0.000
H -1.31 -2.68 -5.51  0.000
H 0.39 -2.09 -3.83  0.001

A molecular structure, C41H40BaN13O5S2 in a non-equilibrium geometry. Source: the Open Molecules 2025 dataset; level of theory: ωB97M-V with the def2-TZVPD basis set.

The HOMO-LUMO gap comes out at 7.5 eV. As for the LUMO energy: 0.0780 Ha. As for the net charge: -1.

Last column: Mulliken charge in e.
Positions of all 102 atoms, in Å:
Ba -0.34 0.14 -0.13  1.170
O 2.64 2.72 -2.07  -0.761
C 2.20 2.09 -1.11  0.096
N 2.09 0.76 -0.97  0.205
C 2.80 -0.18 -1.65  -0.843
O 4.00 -0.15 -1.89  -0.715
C 2.04 -1.43 -2.17  1.236
C 2.63 -2.12 -3.23  -1.066
C 1.92 -3.13 -3.85  -0.625
C 0.65 -3.46 -3.40  -0.777
C 0.16 -2.78 -2.30  -0.919
N 0.85 -1.81 -1.71  1.261
C 1.65 2.92 0.09  0.412
C 1.76 4.30 0.00  -0.416
C 1.34 5.07 1.07  -0.470
C 0.83 4.44 2.19  -0.863
C 0.74 3.06 2.19  -0.289
N 1.15 2.32 1.16  0.129
H 3.61 -1.81 -3.56  0.553
H 2.35 -3.65 -4.70  0.475
H 0.06 -4.22 -3.88  0.478
H -0.81 -3.01 -1.87  0.415
H 2.17 4.73 -0.90  0.507
H 1.41 6.15 1.03  0.405
H 0.49 5.00 3.06  0.454
H 0.33 2.51 3.03  0.352
C -3.60 2.13 3.39  -1.840
C -2.77 1.83 2.17  -0.256
N -1.83 0.96 2.16  1.345
N -1.48 0.35 3.33  -0.916
C -0.48 -0.53 3.21  -0.328
O 0.07 -1.03 2.19  -0.398
C 0.07 -0.97 4.54  0.465
C -0.69 -0.92 5.71  -0.130
C -0.14 -1.34 6.92  -0.672
C 1.17 -1.79 6.97  -0.349
C 1.93 -1.83 5.82  -0.665
C 1.38 -1.43 4.61  -0.415
C -3.02 2.62 0.93  0.771
C -4.17 3.40 0.83  -0.836
C -4.38 4.18 -0.29  -0.823
C -3.43 4.18 -1.29  -0.585
C -2.31 3.37 -1.12  -0.560
N -2.11 2.61 -0.06  0.820
H -3.16 1.62 4.24  0.357
H -4.63 1.79 3.26  0.314
H -3.63 3.20 3.59  0.366
H -1.70 -0.55 5.66  0.416
H -0.75 -1.30 7.82  0.380
H 1.59 -2.12 7.92  0.369
H 2.95 -2.18 5.85  0.435
H 1.97 -1.46 3.70  0.420
H -4.91 3.38 1.63  0.440
H -5.28 4.77 -0.38  0.403
H -3.53 4.77 -2.19  0.482
H -1.55 3.32 -1.89  0.436
C 2.84 -3.04 0.95  -0.363
N 3.43 -3.75 2.09  0.226
C 2.35 -4.43 2.81  -0.289
N 1.63 -5.38 1.95  0.014
C 1.09 -4.63 0.81  -0.683
N 2.14 -3.96 0.05  0.650
C 3.09 -4.97 -0.42  -0.829
N 3.68 -5.73 0.69  0.017
C 4.35 -4.77 1.58  -0.715
C 2.59 -6.36 1.44  -0.755
H 3.63 -2.54 0.38  0.538
H 2.14 -2.30 1.33  -0.532
H 1.64 -3.69 3.18  0.004
H 2.77 -4.97 3.66  0.322
H 0.39 -3.88 1.19  0.145
H 0.55 -5.32 0.15  0.301
H 3.88 -4.47 -0.98  0.278
H 2.57 -5.66 -1.09  0.320
H 5.15 -4.28 1.03  0.359
H 4.79 -5.32 2.42  0.335
H 3.01 -6.91 2.28  0.349
H 2.07 -7.06 0.78  0.354
N -1.66 6.42 -5.17  -0.632
C -1.48 5.05 -4.92  1.073
C -0.23 4.57 -4.51  -0.697
C -0.04 3.21 -4.31  -0.504
C -1.08 2.32 -4.50  -0.312
C -2.32 2.79 -4.93  -0.367
C -2.52 4.14 -5.13  -0.865
S -0.83 0.61 -4.10  0.986
O 0.60 0.43 -4.08  -0.597
O -1.62 -0.20 -5.00  -0.797
N -1.35 0.57 -2.58  0.129
C -2.56 0.01 -2.27  0.440
S -3.89 -0.19 -3.40  -0.121
C -4.89 -0.76 -2.11  -0.308
C -4.18 -0.81 -0.97  -1.041
N -2.88 -0.39 -1.05  -0.118
H -1.03 7.01 -4.66  0.225
H -2.61 6.73 -5.08  0.226
H 0.59 5.26 -4.34  0.337
H 0.92 2.84 -3.95  0.452
H -3.13 2.09 -5.09  0.447
H -3.48 4.50 -5.47  0.310
H -5.91 -1.08 -2.27  0.424
H -4.55 -1.15 -0.01  0.414

A molecular structure, C41H40NO7P3Pd in a non-equilibrium geometry. Source: the Open Molecules 2025 dataset; level of theory: ωB97M-V with the def2-TZVPD basis set.

The HOMO-LUMO gap (alpha / beta) comes out at 6.0 / 6.0 eV. As for the LUMO energy (alpha / beta): -0.0365 / -0.0360 Ha.

Last column: Mulliken charge in e.
Positions of all 93 atoms, in Å:
Pd -0.65 -0.22 -0.15  1.515
C -0.59 -0.13 3.20  -1.272
P -0.70 -1.51 1.96  2.159
C 0.67 -2.66 2.36  0.591
C 1.94 -2.21 2.71  -0.569
C 2.95 -3.12 3.00  -0.817
C 2.71 -4.48 2.95  -0.582
C 1.46 -4.94 2.56  -0.735
C 0.45 -4.04 2.26  -0.423
C -2.07 -2.49 2.71  0.018
C -3.11 -2.97 1.93  0.391
C -4.11 -3.75 2.49  -1.148
C -4.05 -4.09 3.84  -0.544
C -2.98 -3.65 4.61  -0.944
C -2.00 -2.85 4.05  -0.263
C -0.83 1.19 2.54  0.024
C -0.57 2.47 2.99  -1.117
C -0.94 3.35 1.93  -1.040
C -1.41 2.55 0.91  -0.013
C -1.81 2.85 -0.50  -0.962
P -0.79 1.73 -1.56  1.051
C -1.60 1.71 -3.19  1.065
C -1.14 0.78 -4.13  -0.796
C -1.68 0.75 -5.41  -1.039
C -2.69 1.63 -5.75  -0.587
C -3.17 2.54 -4.82  -0.758
C -2.62 2.58 -3.54  -0.762
C 0.71 2.72 -1.90  0.721
C 1.45 2.53 -3.06  -0.515
C 2.64 3.21 -3.26  -0.969
C 3.11 4.09 -2.30  -0.526
C 2.38 4.28 -1.14  -0.743
C 1.20 3.59 -0.93  -0.161
N -1.38 1.24 1.30  -0.108
H 0.40 -0.15 3.66  0.310
H -1.34 -0.31 3.97  0.737
H 2.14 -1.15 2.72  0.123
H 3.93 -2.75 3.28  0.455
H 3.49 -5.19 3.19  0.388
H 1.26 -6.00 2.49  0.436
H -0.52 -4.41 1.97  0.512
H -3.12 -2.76 0.87  0.400
H -4.93 -4.11 1.89  0.465
H -4.82 -4.71 4.27  0.379
H -2.92 -3.94 5.65  0.419
H -1.17 -2.52 4.66  0.433
H -0.16 2.75 3.95  0.489
H -0.89 4.43 1.94  0.561
H -1.66 3.90 -0.75  0.512
H -2.85 2.58 -0.66  0.621
H -0.36 0.09 -3.85  0.706
H -1.32 0.04 -6.13  0.443
H -3.11 1.61 -6.75  0.415
H -3.96 3.22 -5.09  0.436
H -3.00 3.30 -2.82  0.348
H 1.11 1.85 -3.82  0.365
H 3.21 3.04 -4.17  0.416
H 4.04 4.62 -2.45  0.412
H 2.75 4.96 -0.37  0.436
H 0.65 3.73 0.00  -0.093
C -3.99 -2.30 -3.82  -0.737
O -3.18 -2.63 -2.70  -0.332
P -2.01 -1.61 -2.13  -0.281
O -2.92 -0.51 -1.35  0.437
C -4.09 -0.78 -0.57  -1.036
O -1.61 -2.62 -0.91  0.232
C -0.69 -3.68 -1.21  -0.972
H -4.90 -2.89 -3.74  0.254
H -3.49 -2.56 -4.75  0.272
H -4.25 -1.24 -3.84  0.288
H -3.85 -0.62 0.48  0.335
H -4.43 -1.81 -0.72  0.347
H -4.87 -0.09 -0.88  0.287
H -0.13 -3.46 -2.13  0.395
H -1.24 -4.61 -1.34  0.236
H 0.00 -3.77 -0.38  0.207
O 1.85 -0.28 -1.18  -0.725
C 2.14 0.14 -0.04  -0.883
O 1.41 -0.03 0.98  -0.060
C 3.43 0.87 0.21  0.153
C 4.56 0.65 -0.56  -0.387
C 5.76 1.31 -0.29  -1.156
C 5.77 2.19 0.76  1.054
O 6.81 2.96 1.22  -0.509
C 6.30 3.70 2.32  -0.320
O 4.93 3.37 2.49  -0.537
C 4.64 2.43 1.52  1.109
C 3.46 1.78 1.29  -0.820
H 4.49 -0.04 -1.39  0.472
H 6.65 1.13 -0.88  0.442
H 6.40 4.77 2.12  0.264
H 6.85 3.45 3.23  0.254
H 2.57 1.95 1.88  0.454

Number 1: calculated total energy -96752.0380 eV. Number 2: calculated total energy -95145.4725 eV. Number 3: calculated total energy -90335.3996 eV.